1.
Entry from the OMol25 dataset: a molecular structure, C4H2BrFS (ωB97M-V/def2-TZVPD).

Structure (XYZ):
```
9
Properties=species:S:1:pos:R:3:nbo_charge:R:1
Br -2.178 -2.234 -1.981 0.14
S -1.771 -0.078 -0.021 0.40
F 2.236 -1.163 0.481 -0.32
C -1.216 -0.810 -1.420 -0.46
C 1.215 -0.605 1.143 0.43
C -0.335 1.043 0.188 -0.29
C 0.860 0.624 0.659 -0.41
H -0.603 2.100 0.046 0.23
H 1.793 1.124 0.905 0.27
```

Computed properties:
* Kohn-Sham gap: 0.287 Eh
* energy relative to the best compared isomer or geometry (same formula, charge and spin): 142.38 kcal per mole
* energy: -3225.43217 a.u.

***

2.
Entry from the OMol25 dataset: a molecular structure, CH3O3S2 (ωB97M-V/def2-TZVPD).

Structure (XYZ):
```
9
Properties=species:S:1:pos:R:3:nbo_charge:R:1
S -2.757 -0.291 0.347 -0.71
S 1.982 0.166 0.528 1.65
O -0.139 -0.324 0.637 -0.76
O 2.037 1.459 -0.124 -0.91
O 2.594 -0.977 -0.263 -0.92
C -1.062 -0.099 -0.467 -0.24
H -1.161 0.944 -0.823 0.19
H -0.856 -0.921 -1.228 0.19
H -0.637 0.043 1.395 0.51
```

Computed properties:
* Kohn-Sham gap: 0.243 Eh
* energy relative to the best compared isomer or geometry (same formula, charge and spin): 36.18 kcal per mole
* total charge: -1
* energy: -1062.01238 a.u.

***

3.
Entry from the OMol25 dataset: a single C3H12P4 molecule (ωB97M-V/def2-TZVPD).

Structure (XYZ):
```
19
Properties=species:S:1:pos:R:3:nbo_charge:R:1
P 0.193 -0.818 0.581 0.33
P -0.335 1.162 0.974 0.40
P -1.418 -1.254 -0.786 0.31
P 0.494 0.895 -2.030 0.39
C -2.553 -1.764 0.608 -0.94
C 2.482 0.749 0.052 -0.67
C 1.082 0.510 -0.362 -0.85
H 0.600 1.556 1.915 -0.06
H -3.186 -2.405 0.005 0.23
H -3.233 -1.041 1.190 0.25
H 2.579 1.582 0.700 0.21
H -1.285 1.406 -0.296 -0.06
H 1.312 1.851 -2.137 -0.06
H -0.819 -2.605 -0.936 -0.03
H -1.404 1.632 1.809 -0.09
H 2.895 0.059 0.853 0.22
H -1.994 -2.313 1.358 0.22
H 1.327 -0.045 -2.725 -0.02
H 3.265 0.841 -0.773 0.23
```

Computed properties:
* Kohn-Sham gap: 0.299 Eh
* energy relative to the best compared isomer or geometry (same formula, charge and spin): 61.64 kcal per mole
* structure (SMILES): C[PH]#P1[PH3][C@]1(C)P
* energy: -1486.71574 a.u.

***

4.
Entry from the OMol25 dataset: a gas-phase ion, C3H8NO (charge +1) (ωB97M-V/def2-TZVPD).

Structure (XYZ):
```
13
Properties=species:S:1:pos:R:3:nbo_charge:R:1
O 0.749 1.477 0.271 -0.49
N -0.664 -0.432 -0.741 -0.51
C 0.516 -1.311 -1.106 -0.44
C -0.849 -0.196 0.711 -0.33
C 0.265 0.774 1.114 0.41
H 0.753 0.789 2.089 0.19
H 0.169 -2.219 -1.590 0.24
H -1.781 0.400 0.816 0.27
H -0.952 -1.108 1.269 0.26
H -1.431 -0.823 -1.286 0.45
H 1.019 -1.588 -0.178 0.23
H 1.289 -0.850 -1.707 0.26
H -0.468 0.496 -1.139 0.46
```

Computed properties:
* Kohn-Sham gap: 0.418 Eh
* energy relative to the best compared isomer or geometry (same formula, charge and spin): 12.38 kcal per mole
* structure (SMILES): C[NH2+]CC=O
* total charge: +1
* energy: -248.81618 a.u.

***

5.
Entry from the OMol25 dataset: a single C6H10 molecule (ωB97M-V/def2-TZVPD).

Structure (XYZ):
```
16
Properties=species:S:1:pos:R:3:nbo_charge:R:1
C -0.345 -0.801 -0.993 -0.41
C -1.551 -0.583 -0.057 -0.40
C -0.130 1.434 0.091 -0.43
C 0.515 0.156 -0.215 0.06
C 1.908 -0.185 0.212 -0.69
C -0.766 0.328 0.861 -0.29
H 2.350 -1.103 -0.191 0.22
H -1.047 0.494 1.918 0.22
H -1.875 -1.513 0.422 0.21
H -0.477 -0.533 -2.044 0.20
H 1.308 -0.419 1.111 0.28
H -0.680 1.958 -0.680 0.19
H -2.409 -0.110 -0.540 0.19
H 2.640 0.625 0.329 0.22
H 0.056 -1.821 -0.935 0.21
H 0.502 2.074 0.711 0.22
```

Computed properties:
* Kohn-Sham gap: 0.340 Eh
* energy relative to the best compared isomer or geometry (same formula, charge and spin): 65.97 kcal per mole
* structure (SMILES): C[C@@]12CC[C@@H]1C2
* energy: -234.49738 a.u.

***

6.
Entry from the OMol25 dataset: a molecular structure, CH3IO3S (ωB97M-V/def2-TZVPD).

Structure (XYZ):
```
9
Properties=species:S:1:pos:R:3:nbo_charge:R:1
I 1.761 0.859 -2.517 0.40
S -0.297 -0.938 -1.091 1.75
O -0.400 -2.032 -0.188 -0.87
O -0.715 0.411 -0.332 -0.70
O 1.703 -0.559 -1.193 -0.93
C -0.545 0.537 1.064 -0.28
H 0.373 1.094 1.266 0.20
H -0.480 -0.452 1.523 0.21
H -1.401 1.079 1.467 0.20
```

Computed properties:
* Kohn-Sham gap: 0.319 Eh
* energy relative to the best compared isomer or geometry (same formula, charge and spin): 31.05 kcal per mole
* energy: -961.41315 a.u.

***

7.
Entry from the OMol25 dataset: 3 unconnected molecules or ions with the total composition C6H12 (ωB97M-V/def2-TZVPD).

Structure (XYZ):
```
18
Properties=species:S:1:pos:R:3:nbo_charge:R:1
C 1.980 -0.400 -0.281 -0.39
C 1.816 0.680 0.472 -0.41
C -0.268 -1.646 -0.723 -0.19
C -0.871 -1.508 0.637 -0.43
C -1.096 1.809 0.048 -0.86
C -1.339 -0.931 -0.659 -0.18
H -2.115 -0.403 -1.177 0.23
H 2.122 -1.383 0.157 0.20
H -0.294 1.086 0.203 0.23
H 1.727 1.665 0.027 0.20
H 2.009 -0.336 -1.365 0.20
H -0.766 2.770 0.446 0.21
H 0.431 -2.177 -1.338 0.22
H -1.415 -2.355 1.055 0.18
H -1.996 1.477 0.570 0.21
H 1.771 0.623 1.556 0.20
H -0.394 -0.868 1.392 0.17
H -1.302 1.896 -1.022 0.21
```

Computed properties:
* Kohn-Sham gap: 0.378 Eh
* energy relative to the best compared isomer or geometry (same formula, charge and spin): 105.40 kcal per mole
* structure (SMILES): C1=CC1.C=C.C
* energy: -235.65026 a.u.

***

8.
Entry from the OMol25 dataset: a molecular structure, C5H11ClNS (ωB97M-V/def2-TZVPD).

Structure (XYZ):
```
19
Properties=species:S:1:pos:R:3:nbo_charge:R:1
Cl 5.020 0.748 0.466 0.34
S 2.362 0.402 -1.088 0.68
N 0.406 -0.471 -0.241 -0.43
C 3.769 0.627 -0.538 -0.28
C 0.585 -0.826 1.060 -0.45
C 0.081 -1.622 -1.077 -0.45
C -0.215 1.805 0.402 -0.61
C -0.470 0.659 -0.468 -0.25
H -0.134 1.042 -1.398 0.20
H 0.783 1.997 0.394 0.19
H 1.356 -1.729 1.154 0.22
H -1.544 0.493 -0.369 0.23
H -0.531 1.598 1.519 0.22
H -0.821 2.762 0.078 0.26
H 1.105 -0.071 1.707 0.23
H 0.131 -1.317 -2.247 0.23
H -0.958 -2.121 -0.773 0.24
H 0.815 -2.429 -0.934 0.23
H -0.438 -1.265 1.479 0.22
```

Computed properties:
* Kohn-Sham gap (alpha / beta): 0.289 / 0.289 Eh
* energy relative to the best compared isomer or geometry (same formula, charge and spin): 7.79 kcal per mole
* total charge: +1
* energy: -1109.84324 a.u.